{
  "formula": "C4H6N2O",
  "method": "the ωB97M-V functional and the def2-TZVPD basis",
  "relative_energy_kcal_mol": 31.3,
  "homo_lumo_gap_ev": 11.376,
  "smiles": "[H]/N=C/OCCC#N",
  "species": ["H", "N", "C", "O", "C", "C", "C", "N", "H", "H", "H", "H", "H"],
  "xyz": [[2.15160, 1.50930, -2.06788], [1.39509, 1.02791, -1.59105], [1.12194, 1.61543, -0.50689], [0.14101, 1.23590, 0.33204], [-0.64974, 0.10838, -0.04232], [-0.40925, -1.02057, 0.96603], [-1.30418, -2.15413, 0.70571], [-2.02921, -3.02121, 0.46262], [1.61872, 2.49426, -0.08813], [-0.38652, -0.20831, -1.05208], [-1.69193, 0.43507, -0.00691], [0.62670, -1.36935, 0.90702], [-0.58424, -0.65267, 1.98185]]
}

{
  "formula": "C4H6N2O",
  "method": "the ωB97M-V functional and the def2-TZVPD basis",
  "relative_energy_kcal_mol": 130.2,
  "homo_lumo_gap_ev": 8.649,
  "species": ["C", "C", "C", "C", "O", "N", "N", "H", "H", "H", "H", "H", "H"],
  "xyz": [[-2.01625, 0.04795, -0.20024], [-0.65585, 0.07821, 0.46126], [0.43960, -0.41510, -0.37608], [1.70148, -0.39562, 0.06332], [3.06693, -0.25885, -0.85719], [2.80424, -0.32213, 0.68668], [-0.42001, 0.49972, 1.64671], [-2.79070, 0.42032, 0.47692], [-2.27683, -0.97369, -0.50007], [-2.01424, 0.66600, -1.10564], [0.25554, -0.86691, -1.34408], [3.19283, 0.69468, -1.02900], [-1.28676, 0.82541, 2.07742]]
}

{
  "formula": "C4H6N2O",
  "method": "the ωB97M-V functional and the def2-TZVPD basis",
  "relative_energy_kcal_mol": 81.5,
  "homo_lumo_gap_ev": 9.651,
  "smiles": "COc1cc[nH]n1",
  "species": ["C", "O", "C", "C", "C", "N", "N", "H", "H", "H", "H", "H", "H"],
  "xyz": [[0.40399, -2.14810, 0.58725], [-0.24913, -1.08573, 1.30584], [-0.44692, 0.02126, 0.52036], [0.49740, 1.05171, 0.36946], [0.06792, 1.87589, -0.63106], [-1.10167, 1.49116, -1.13154], [-1.53299, 0.08441, -0.22320], [1.23419, -2.53263, 1.19091], [-0.30090, -2.96078, 0.38459], [0.79712, -1.77080, -0.36148], [1.41267, 1.13617, 0.91373], [0.62757, 2.73655, -0.99785], [-1.40926, 2.10089, -1.92702]]
}

{
  "formula": "C4H6N2O",
  "method": "the ωB97M-V functional and the def2-TZVPD basis",
  "relative_energy_kcal_mol": 120.4,
  "homo_lumo_gap_ev": 9.443,
  "smiles": "C=NN1C[C@H]1C=O",
  "species": ["C", "N", "N", "C", "C", "C", "O", "H", "H", "H", "H", "H", "H"],
  "xyz": [[-2.75319, -0.35100, 0.18775], [-1.57844, -0.76840, -0.25789], [-0.52855, -0.11799, 0.11581], [-0.33155, 1.28181, -0.08683], [0.71924, 0.34471, -0.52130], [1.86134, -0.06050, 0.43166], [2.91202, -0.56344, -0.04646], [-2.90438, 0.36419, 1.08578], [-3.80779, -0.83329, -0.05326], [-1.00611, 1.78037, -0.70709], [-0.25927, 1.83954, 0.94882], [0.74926, 0.17861, -1.52914], [1.70597, 0.09267, 1.55345]]
}

{
  "formula": "C4H6N2O",
  "method": "the ωB97M-V functional and the def2-TZVPD basis",
  "relative_energy_kcal_mol": 105.6,
  "homo_lumo_gap_ev": 9.221,
  "smiles": "C1=CNC=NOC1",
  "species": ["C", "C", "N", "C", "N", "O", "C", "H", "H", "H", "H", "H", "H"],
  "xyz": [[1.32072, -0.99368, -0.11473], [0.18808, -1.30079, -0.77250], [-1.00710, -0.67290, -0.78374], [-1.46424, 0.33182, 0.05579], [-0.80249, 1.24886, 0.79472], [0.42837, 1.24063, 0.05237], [1.32924, 0.29907, 0.72242], [2.14600, -1.71729, -0.25629], [0.10580, -2.37403, -1.22712], [-1.82057, -1.07108, -1.08120], [-2.48468, 0.23966, 0.37398], [0.87566, 0.07587, 1.62721], [2.17520, 0.87164, 0.72176]]
}

{
  "formula": "C4H6N2O",
  "method": "the ωB97M-V functional and the def2-TZVPD basis",
  "relative_energy_kcal_mol": 140.7,
  "homo_lumo_gap_ev": [8.712, 6.398],
  "species": ["C", "C", "C", "C", "N", "N", "O", "H", "H", "H", "H", "H", "H"],
  "xyz": [[-1.50773, 0.93366, 0.07898], [0.88416, -1.16493, 0.13385], [-0.04438, 0.97860, -0.33614], [0.97263, 0.25768, 0.53236], [-2.10180, -0.15722, 0.44067], [1.34311, -2.19820, -0.29291], [-1.61454, -1.34262, 0.42315], [-1.97586, 1.86379, -0.06628], [0.12181, 0.42797, -1.30237], [0.35148, 1.99568, -0.51299], [1.00026, 0.47861, 1.55873], [1.90276, 0.71506, 0.09053], [0.66810, -2.78808, -0.74759]]
}

{
  "formula": "C4H6N2O",
  "method": "the ωB97M-V functional and the def2-TZVPD basis",
  "relative_energy_kcal_mol": 64.7,
  "homo_lumo_gap_ev": 9.002,
  "species": ["N", "C", "C", "O", "C", "C", "N", "H", "H", "H", "H", "H", "H"],
  "xyz": [[1.96096, 0.54969, -0.14855], [0.60804, 0.16478, -0.19642], [0.05891, -1.10824, 0.29958], [0.76009, -2.09338, 0.56630], [-1.40744, -0.84894, 0.22331], [-1.60890, 0.47431, 0.01003], [-0.40736, 1.12515, -0.17888], [2.47521, -0.26992, 0.16185], [2.16642, 1.33461, 0.46348], [0.41077, -0.85920, -1.06056], [-2.16610, -1.60135, 0.35292], [-2.53983, 1.03222, -0.06717], [-0.31078, 2.10027, -0.42589]]
}

{
  "formula": "C4H6N2O",
  "method": "the ωB97M-V functional and the def2-TZVPD basis",
  "relative_energy_kcal_mol": 158.6,
  "homo_lumo_gap_ev": 9.807,
  "smiles": "C1=NOC[C@@H]2CN12",
  "species": ["C", "N", "O", "C", "C", "C", "N", "H", "H", "H", "H", "H", "H"],
  "xyz": [[0.38993, -1.26771, -0.45498], [1.30217, -0.70912, 0.20917], [1.13843, 0.47662, 0.66197], [0.52685, 1.21762, -0.48889], [-0.96031, 0.80143, -0.43814], [-1.32138, -0.02116, 0.82919], [-1.12096, -0.82946, -0.45249], [0.39804, -2.26947, -0.77279], [0.44977, 2.38970, -0.25216], [1.16013, 1.02448, -1.45989], [-1.61820, 1.44296, -0.97727], [-2.17735, -0.08529, 1.69943], [-0.39882, 0.07370, 1.48702]]
}

{
  "formula": "C4H6N2O",
  "method": "the ωB97M-V functional and the def2-TZVPD basis",
  "relative_energy_kcal_mol": 56.6,
  "homo_lumo_gap_ev": 10.720,
  "smiles": "O=C1NC[C@H]2CN12",
  "species": ["O", "C", "N", "C", "C", "C", "N", "H", "H", "H", "H", "H", "H"],
  "xyz": [[1.48594, 2.14248, 0.19815], [0.82386, 1.13752, 0.11180], [1.24455, -0.15363, 0.34433], [0.42823, -1.18805, -0.26188], [-0.79741, -0.35832, -0.66381], [-1.46055, 0.34618, 0.43740], [-0.51904, 1.13574, -0.32097], [2.19468, -0.29549, 0.63856], [0.21633, -1.99390, 0.46331], [0.91728, -1.65294, -1.12582], [-0.93893, 0.11371, -1.62885], [-2.50232, 0.63390, 0.37017], [-1.09261, 0.13282, 1.43759]]
}

{
  "formula": "C4H6N2O",
  "method": "the ωB97M-V functional and the def2-TZVPD basis",
  "relative_energy_kcal_mol": 14.0,
  "homo_lumo_gap_ev": 9.184,
  "smiles": "Cc1c[nH]c(O)n1",
  "species": ["C", "C", "C", "N", "C", "O", "N", "H", "H", "H", "H", "H", "H"],
  "xyz": [[-0.99157, -1.35111, -1.24883], [-0.38519, -0.32640, -0.35298], [-0.89272, 0.21383, 0.77799], [0.10583, 1.06077, 1.30419], [1.13219, 0.94644, 0.40249], [2.23828, 1.66124, 0.64433], [0.91151, 0.15020, -0.59114], [-0.70655, -2.35517, -0.91103], [-0.62200, -1.22874, -2.26860], [-2.08357, -1.28980, -1.24122], [-1.88455, 0.17156, 1.20704], [0.43976, 0.85649, 2.23600], [2.87505, 1.42796, -0.04395]]
}

{
  "formula": "C4H6N2O",
  "method": "the ωB97M-V functional and the def2-TZVPD basis",
  "relative_energy_kcal_mol": 117.8,
  "homo_lumo_gap_ev": 7.849,
  "species": ["C", "C", "C", "C", "O", "N", "N", "H", "H", "H", "H", "H", "H"],
  "xyz": [[1.28994, -1.12248, -0.91381], [0.15290, -0.26727, -0.48190], [0.18115, 1.13709, -0.11020], [-0.62041, 0.89662, 0.97534], [-1.01175, 1.69986, 1.94859], [-1.00679, -0.44183, 1.03534], [-1.10210, -0.85612, -0.41902], [0.95331, -2.15021, -1.05691], [2.16245, -1.07604, -0.25829], [1.59300, -0.71534, -1.89034], [0.83968, 1.94340, -0.38946], [-1.67386, 1.19456, 2.45585], [-1.80964, -0.23608, -0.82188]]
}

{
  "formula": "C4H6N2O",
  "method": "the ωB97M-V functional and the def2-TZVPD basis",
  "relative_energy_kcal_mol": 39.8,
  "homo_lumo_gap_ev": 10.204,
  "smiles": "Cc1cc(N)on1",
  "species": ["C", "C", "C", "C", "N", "O", "N", "H", "H", "H", "H", "H", "H"],
  "xyz": [[1.76470, 0.93584, -1.18816], [0.58698, 0.21251, -0.61840], [0.11662, 0.19390, 0.72607], [-1.02920, -0.52869, 0.65316], [-1.99384, -0.85141, 1.60679], [-1.22812, -0.93831, -0.61407], [-0.21256, -0.45326, -1.41422], [1.82848, 0.74366, -2.26184], [1.65457, 2.01468, -1.03426], [2.69982, 0.62370, -0.71338], [0.53168, 0.67562, 1.59868], [-1.80592, -1.72969, 2.07519], [-2.91322, -0.89854, 1.18444]]
}

{
  "formula": "C4H6N2O",
  "method": "the ωB97M-V functional and the def2-TZVPD basis",
  "relative_energy_kcal_mol": 92.1,
  "homo_lumo_gap_ev": 8.657,
  "species": ["N", "C", "C", "C", "C", "O", "N", "H", "H", "H", "H", "H", "H"],
  "xyz": [[-2.16861, -0.43912, 0.21285], [-0.83810, -0.03162, 0.00442], [-0.21163, 1.18457, -0.01242], [1.26796, 1.04274, -0.09075], [1.36676, -0.36553, -0.00312], [2.46626, -1.12618, 0.14021], [0.17198, -0.98108, 0.00437], [-2.81606, -0.00465, -0.43576], [-2.41328, -0.12646, 1.14553], [-0.67968, 2.16121, -0.00318], [0.65135, 1.16391, -1.14726], [3.19612, -0.50434, 0.28252], [0.00694, -1.97344, -0.09741]]
}

{
  "formula": "C4H6N2O",
  "method": "the ωB97M-V functional and the def2-TZVPD basis",
  "relative_energy_kcal_mol": 115.9,
  "charge": 2,
  "homo_lumo_gap_ev": 9.480,
  "species": ["C", "C", "C", "C", "N", "N", "O", "H", "H", "H", "H", "H", "H"],
  "xyz": [[0.63840, -0.76240, -0.30717], [-0.42353, 0.84364, 0.39263], [1.20979, -1.88597, -0.86401], [-1.23791, 1.84642, 0.91565], [0.01049, 0.44746, -0.78173], [0.42193, -0.24814, 1.06118], [1.13251, -0.22960, 1.98543], [2.11529, -1.61845, -1.47139], [0.62991, -2.27998, -1.73327], [1.46674, -2.67910, -0.15065], [-2.00197, 2.18000, 0.19221], [-0.66547, 2.78509, 1.10430], [-1.66263, 1.60906, 1.90211]]
}

{
  "formula": "C4H6N2O2",
  "method": "the ωB97M-V functional and the def2-TZVPD basis",
  "relative_energy_kcal_mol": 72.7,
  "homo_lumo_gap_ev": 8.842,
  "species": ["C", "C", "C", "C", "N", "N", "O", "O", "H", "H", "H", "H", "H", "H"],
  "xyz": [[1.29992, -0.92102, 1.23868], [1.43422, -0.50925, -1.68420], [-1.68424, 0.68752, 0.53512], [0.41619, -0.63334, 0.17233], [2.08893, -1.06928, 2.07259], [-0.24013, 0.72074, 0.06036], [0.90873, 0.50115, -2.05043], [2.11808, -1.41552, -1.84263], [-2.43057, 0.21670, -0.20982], [-1.77399, 0.07116, 1.55371], [-2.04334, 1.64267, 0.60473], [-0.46818, -1.33939, -0.10016], [-0.04422, 0.80097, -0.96473], [0.41859, 1.24690, 0.61443]]
}

{
  "formula": "C4H6N2O2",
  "method": "the ωB97M-V functional and the def2-TZVPD basis",
  "relative_energy_kcal_mol": 47.9,
  "homo_lumo_gap_ev": 8.989,
  "smiles": "NCc1ncc(O)o1",
  "species": ["N", "C", "C", "N", "C", "C", "O", "O", "H", "H", "H", "H", "H", "H"],
  "xyz": [[-2.51500, 0.20851, 0.01368], [-1.47246, -0.72413, 0.12697], [-0.19019, -0.09532, -0.06090], [0.08049, 1.17491, -0.05648], [1.44671, 1.20838, 0.07382], [1.93543, -0.08420, 0.10475], [3.23759, -0.56645, -0.00972], [0.93633, -0.97118, -0.16184], [-2.65881, 0.43475, -0.95198], [-3.37862, -0.16372, 0.38573], [-1.51245, -1.31851, 1.06368], [-1.51544, -1.54442, -0.62202], [1.80795, 2.22606, 0.03969], [3.79845, 0.21530, 0.05460]]
}

{
  "formula": "C4H6N2O2",
  "method": "the ωB97M-V functional and the def2-TZVPD basis",
  "relative_energy_kcal_mol": 22.1,
  "homo_lumo_gap_ev": 10.673,
  "smiles": "[H]/N=C(/C=C)NC(=O)O",
  "species": ["H", "N", "C", "C", "C", "N", "C", "O", "O", "H", "H", "H", "H", "H"],
  "xyz": [[1.53004, 0.09270, 1.40253], [1.41639, 0.03169, 0.39571], [0.26294, 0.18264, -0.07737], [0.04510, 0.17826, -1.59515], [1.00768, -0.13714, -2.44757], [-0.95658, 0.26482, 0.57142], [-1.19566, 0.07412, 1.99810], [-1.99883, 0.72922, 2.59516], [-0.48340, -0.89762, 2.58365], [-0.94132, 0.46726, -1.93359], [0.86672, -0.08351, -3.51484], [1.98427, -0.41518, -2.08668], [-1.67613, 0.82935, 0.13927], [0.13878, -1.31662, 1.96937]]
}

{
  "formula": "C4H6N2O2",
  "method": "the ωB97M-V functional and the def2-TZVPD basis",
  "relative_energy_kcal_mol": 86.5,
  "homo_lumo_gap_ev": 10.127,
  "species": ["C", "C", "C", "C", "H", "H", "H", "H", "H", "H", "N", "N", "O", "O"],
  "xyz": [[2.69961, 0.45969, 0.70827], [2.06904, -0.14330, -0.63023], [-0.31369, -0.28842, -0.19352], [-1.89653, 0.94219, -0.03278], [2.82728, -0.54084, 1.35159], [1.94525, 1.18779, 1.16859], [3.55502, 1.19043, 0.51000], [1.54489, 0.65436, -1.11991], [2.75238, -0.79008, -1.24727], [-2.63440, 1.80449, 0.24996], [-0.63214, 0.97712, -0.43421], [-2.38974, -0.24444, 0.29968], [0.84272, -0.79786, -0.12027], [-1.36620, -1.00912, 0.23507]]
}